a) # HI5Si2

A cluster of 2 separate species, HI5Si2 in total (the ωB97M-V functional and the def2-TZVPD basis, OMol25).

XYZ file:
```
8
Properties=species:S:1:pos:R:3
Si 1.5761 0.8349 -0.1290
Si 0.3351 4.6530 -2.1246
I 1.7353 0.0564 -2.4308
I 2.5154 4.0458 -1.1103
I 0.0323 3.8879 -4.4774
I -1.5569 3.7360 -0.7838
I -0.0471 7.0523 -1.8258
H 0.1666 0.9749 0.1192
```

Results
M in g/mol: 691.7
Total charge: 0
Orbital gap in eV: 6.7

Taken from the Mulliken analysis, the atomic charges in e are: atom 1 (Si): 0.053, atom 2 (Si): 0.083, atom 3 (I): -0.023, atom 4 (I): 0.006, atom 5 (I): 0.027, atom 6 (I): -0.019, atom 7 (I): -0.049, atom 8 (H): -0.079

***

b) # HI5Si2

The molecule HI5Si2 (the ωB97M-V functional and the def2-TZVPD basis, OMol25).

XYZ file:
```
8
Properties=species:S:1:pos:R:3
Si 0.7971 -0.9138 -0.1586
Si 2.9481 0.1391 0.0057
I 0.8504 -2.5951 -1.9830
I 0.3615 -2.0229 1.9781
I 3.0001 1.7752 -1.8024
I 3.3294 1.5818 1.9963
I 4.9387 -1.5456 -0.1484
H -0.3649 -0.2229 -0.6922
```

Results
M in g/mol: 691.7
Total charge: 0
Orbital gap in eV: 8.4

Taken from the Mulliken analysis, the atomic charges in e are: atom 1 (Si): 0.190, atom 2 (Si): 0.074, atom 3 (I): -0.053, atom 4 (I): -0.029, atom 5 (I): -0.032, atom 6 (I): -0.042, atom 7 (I): -0.049, atom 8 (H): -0.059

***

c) # HI5Si2

A cluster of 2 separate species, HI5Si2 in total (the ωB97M-V functional and the def2-TZVPD basis, OMol25).

XYZ file:
```
8
Properties=species:S:1:pos:R:3
Si -0.9846 1.4614 0.6640
Si 0.7259 -0.0405 -0.6992
I -1.6364 3.8692 0.4172
I -0.2556 -4.3465 1.8493
I 2.3282 -1.1614 0.8910
I -0.1440 -1.8937 -2.0749
I 2.0143 1.6253 -2.0446
H -2.0478 0.4861 0.9971
```

Results
M in g/mol: 691.7
Total charge: 0
Orbital gap (alpha / beta) in eV: 7.5 / 4.7

Taken from the Mulliken analysis, the atomic charges in e are: atom 1 (Si): 0.198, atom 2 (Si): 0.061, atom 3 (I): -0.050, atom 4 (I): -0.002, atom 5 (I): -0.076, atom 6 (I): -0.013, atom 7 (I): -0.091, atom 8 (H): -0.027

***

Result of the stability comparison: b) is the most stable of them.

***

a) # S2

A cluster of 2 separate species, S2 in total (the ωB97M-V functional and the def2-TZVPD basis, OMol25).

XYZ file:
```
2
Properties=species:S:1:pos:R:3
S 0.0000 0.0000 1.6860
S 0.0000 0.0000 -1.6860
```

Results
Multiplicity: 2
M in g/mol: 64.1
Total charge: +1
Orbital gap (alpha / beta) in eV: 4.4 / 3.9
⟨S²⟩: 0.754

Taken from the Mulliken analysis, the atomic charges in e are: atom 1 (S): 0.500, atom 2 (S): 0.500

***

b) # S2

The ion S2 with charge +1 (the ωB97M-V functional and the def2-TZVPD basis, OMol25).

XYZ file:
```
2
Properties=species:S:1:pos:R:3
S 0.0000 0.0000 1.2907
S 0.0000 0.0000 -1.2907
```

Results
Multiplicity: 2
M in g/mol: 64.1
Total charge: +1
Orbital gap (alpha / beta) in eV: 6.2 / 5.7
⟨S²⟩: 0.755

Taken from the Mulliken analysis, the atomic charges in e are: atom 1 (S): 0.500, atom 2 (S): 0.500

***

Result of the stability comparison: b) is the most stable of them.

***

a) # C44H59BrCl2N3O3PtSb

A structure of composition C44H59BrCl2N3O3PtSb (the ωB97M-V functional and the def2-TZVPD basis, OMol25).

XYZ file:
```
114
Properties=species:S:1:pos:R:3
Pt 0.1254 1.3957 -0.3189
Br -1.9173 2.3503 1.4770
C -2.3796 3.6809 0.1908
C -3.2439 4.6670 0.6080
C -3.6309 5.6582 -0.2956
C -3.1682 5.6222 -1.5927
C -2.3016 4.6048 -2.0224
C -1.8588 4.5666 -3.3740
C -1.0088 3.5746 -3.8208
C -0.5680 2.5986 -2.9350
C -0.9221 2.6082 -1.5671
C -1.8543 3.6036 -1.1145
H -3.6189 4.6761 1.6237
H -4.2967 6.4473 0.0337
H -3.4690 6.3870 -2.3014
H -2.2233 5.3267 -4.0574
H -0.6843 3.5515 -4.8555
H 0.0889 1.8269 -3.3095
C -4.7231 -0.2984 2.6467
C -4.3756 -1.7807 2.7379
C -4.9155 -2.4268 4.0052
C -4.8173 -2.5365 1.4910
Sb -2.1254 -1.8648 2.7832
C -1.3011 -1.0041 4.6950
C -1.4619 0.5047 4.5404
C 0.1696 -1.3931 4.7744
C -2.0992 -1.5586 5.8637
C -1.4107 -3.9465 2.3743
C 0.1114 -3.9366 2.4725
C -1.8534 -4.2669 0.9498
C -2.0486 -4.8620 3.4093
H -5.8152 -0.1973 2.6189
H -4.3208 0.1621 1.7396
H -4.3661 0.2656 3.5118
H -6.0058 -2.5012 3.9030
H -4.7143 -1.8306 4.8945
H -4.5361 -3.4385 4.1643
H -5.8898 -2.3582 1.3466
H -4.6803 -3.6144 1.5956
H -4.3067 -2.1949 0.5892
H -0.9048 0.8826 3.6777
H -1.0666 0.9983 5.4378
H -2.5094 0.8029 4.4364
H 0.7099 -1.1715 3.8480
H 0.2991 -2.4475 5.0238
H 0.6347 -0.8080 5.5785
H -3.1205 -1.1802 5.8826
H -1.6141 -1.2324 6.7920
H -2.1253 -2.6504 5.8798
H 0.5593 -3.1962 1.8028
H 0.4807 -4.9232 2.1674
H 0.4619 -3.7585 3.4879
H -1.5023 -3.5165 0.2363
H -2.9368 -4.3567 0.8607
H -1.4198 -5.2304 0.6554
H -1.7987 -4.5701 4.4327
H -1.6612 -5.8761 3.2571
H -3.1351 -4.9064 3.3102
C -3.2793 0.1160 -1.4900
C -2.3679 -1.0817 -1.6017
O -1.0500 -0.7871 -1.1245
C -0.0419 -1.6248 -1.7151
C 0.3719 -1.1595 -3.0960
H -4.3181 -0.2022 -1.6203
H -3.0499 0.8609 -2.2547
H -3.1783 0.5819 -0.5064
H -2.3123 -1.4168 -2.6381
H -2.7621 -1.9133 -1.0084
H -0.4058 -2.6572 -1.7432
H 0.8190 -1.5700 -1.0480
H -0.4802 -1.0907 -3.7762
H 1.0807 -1.8744 -3.5212
H 0.8609 -0.1853 -3.0299
Cl 2.3763 2.2987 -5.2814
C 3.0069 0.7322 -5.6616
C 2.6736 0.1764 -6.8842
C 3.0539 -1.1202 -7.1831
C 3.7389 -1.8748 -6.2441
C 4.0804 -1.3065 -5.0344
Cl 4.9237 -2.2581 -3.8557
C 3.7715 0.0239 -4.7203
N 4.1678 0.5373 -3.4855
C 4.7839 1.7623 -3.2290
C 5.3816 2.5130 -4.2478
C 5.9702 3.7276 -3.9683
C 5.9793 4.2173 -2.6649
C 5.4270 3.4552 -1.6485
C 4.8451 2.2209 -1.9043
C 4.2737 1.3945 -0.7760
C 2.7564 1.5029 -0.7019
O 2.2299 2.5328 -0.2219
O 2.0576 0.5112 -1.1094
H 2.0941 0.7590 -7.5900
H 2.8023 -1.5511 -8.1447
H 4.0209 -2.8993 -6.4533
H 4.1877 -0.1378 -2.7457
H 5.3948 2.1197 -5.2575
H 6.4411 4.2919 -4.7648
H 6.4394 5.1726 -2.4407
H 5.4544 3.8202 -0.6272
H 4.6773 1.7545 0.1703
H 4.5229 0.3379 -0.8812
C 3.8638 -1.2488 2.9550
N 2.7609 -0.3462 2.6213
C 2.4859 0.8663 3.2199
C 1.4113 1.3792 2.5639
N 1.0073 0.4902 1.5837
C 1.8556 -0.5266 1.6453
H 4.1609 -1.0889 3.9865
H 4.7217 -1.0652 2.3122
H 3.5478 -2.2813 2.8349
H 3.0757 1.2542 4.0375
H 0.9106 2.3208 2.7303
H 1.8461 -1.3921 0.9972
```

Results
Multiplicity: 5
M in g/mol: 1145.6
Total charge: +2
Orbital gap (alpha / beta) in eV: 6.0 / 3.2
⟨S²⟩: 6.036

Atom charges from the Mulliken analysis, given in e for atoms 1 to 8: atom 1 (Pt): 2.013, atom 2 (Br): 0.010, atom 3 (C): 1.064, atom 4 (C): -0.785, atom 5 (C): -0.781, atom 6 (C): -0.825, atom 7 (C): 0.862, atom 8 (C): -0.639

***

b) # C44H59BrCl2N3O3PtSb

A structure of composition C44H59BrCl2N3O3PtSb (the ωB97M-V functional and the def2-TZVPD basis, OMol25).

XYZ file:
```
114
Properties=species:S:1:pos:R:3
Pt -0.1110 -0.2412 1.4388
Br 2.6024 0.5833 2.0509
C 2.7195 -0.9083 3.2210
C 3.8154 -0.9398 4.0617
C 3.9862 -2.0226 4.9194
C 3.0747 -3.0605 4.9042
C 1.9750 -3.0320 4.0399
C 1.0626 -4.1264 4.0243
C -0.0348 -4.1402 3.1758
C -0.2513 -3.0668 2.3362
C 0.5714 -1.9017 2.3484
C 1.7507 -1.9245 3.1777
H 4.5348 -0.1320 4.0527
H 4.8362 -2.0441 5.5894
H 3.2008 -3.9096 5.5662
H 1.2573 -4.9674 4.6807
H -0.7169 -4.9816 3.1701
H -1.1070 -3.0948 1.6779
C 5.1730 0.6110 -1.0388
C 4.6850 0.9338 -2.4482
C 5.6659 1.8264 -3.2001
C 4.3960 -0.3422 -3.2301
Sb 2.7576 2.0099 -2.1993
C 3.0451 4.0063 -1.2692
C 3.3426 3.7363 0.2023
C 1.7468 4.7868 -1.4218
C 4.2020 4.7153 -1.9591
C 1.6146 2.0521 -4.0862
C 0.3207 2.8223 -3.8430
C 1.2904 0.6012 -4.4350
C 2.4917 2.7230 -5.1369
H 6.1246 0.0722 -1.1178
H 4.4731 -0.0291 -0.4963
H 5.3581 1.5079 -0.4457
H 6.5519 1.2213 -3.4291
H 6.0015 2.6739 -2.6081
H 5.2745 2.1923 -4.1499
H 5.2992 -0.9629 -3.2065
H 4.1737 -0.1403 -4.2775
H 3.5852 -0.9318 -2.7990
H 2.5132 3.2235 0.6904
H 3.4831 4.6967 0.7133
H 4.2551 3.1541 0.3467
H 0.8742 4.2180 -1.0974
H 1.5941 5.1297 -2.4450
H 1.8157 5.6788 -0.7871
H 5.1620 4.2536 -1.7403
H 4.2421 5.7411 -1.5735
H 4.0793 4.7837 -3.0416
H -0.2608 2.3987 -3.0209
H -0.2910 2.7479 -4.7495
H 0.4884 3.8790 -3.6506
H 0.7681 0.0905 -3.6222
H 2.1731 0.0241 -4.6995
H 0.6242 0.5970 -5.3054
H 2.7850 3.7372 -4.8565
H 1.9144 2.7995 -6.0655
H 3.3892 2.1449 -5.3603
C 2.3605 -2.3143 -0.5705
C 1.2572 -2.0216 -1.5562
O 0.2704 -1.1650 -0.9737
C -1.0179 -1.2987 -1.6125
C -1.7861 -2.5141 -1.1388
H 3.2078 -2.7675 -1.0911
H 2.0271 -3.0063 0.2053
H 2.7026 -1.3921 -0.0915
H 0.7835 -2.9475 -1.8864
H 1.6579 -1.5272 -2.4480
H -0.8698 -1.3268 -2.6967
H -1.5747 -0.3972 -1.3621
H -1.2179 -3.4364 -1.2785
H -2.7118 -2.6062 -1.7122
H -2.0521 -2.4062 -0.0880
Cl -3.7610 -4.3346 2.6680
C -4.5758 -4.2990 1.1373
C -4.7386 -5.4949 0.4581
C -5.2965 -5.5012 -0.8080
C -5.6781 -4.3064 -1.3969
C -5.5392 -3.1266 -0.6926
Cl -6.0061 -1.6346 -1.4517
C -5.0167 -3.0839 0.6070
N -4.8939 -1.8611 1.2627
C -5.2407 -1.5645 2.5914
C -6.0129 -2.4315 3.3593
C -6.2928 -2.1358 4.6811
C -5.8214 -0.9616 5.2531
C -5.0943 -0.0786 4.4742
C -4.8076 -0.3544 3.1426
C -4.0435 0.6443 2.2964
C -2.6044 0.2419 2.0713
O -1.7443 0.4189 2.9683
O -2.2725 -0.2541 0.9382
H -4.4053 -6.4145 0.9217
H -5.4281 -6.4349 -1.3392
H -6.1005 -4.2860 -2.3930
H -4.7475 -1.0803 0.6513
H -6.3914 -3.3429 2.9112
H -6.8935 -2.8213 5.2663
H -6.0388 -0.7269 6.2873
H -4.7451 0.8553 4.9021
H -4.0446 1.6137 2.7953
H -4.5036 0.7684 1.3142
C -2.9525 4.2644 -0.3506
N -1.8696 3.5263 0.3034
C -1.1865 3.9115 1.4382
C -0.3199 2.9046 1.7169
N -0.4442 1.9119 0.7606
C -1.3985 2.3252 -0.0607
H -2.8439 5.3223 -0.1326
H -3.9200 3.9244 0.0109
H -2.8990 4.1184 -1.4262
H -1.3906 4.8415 1.9444
H 0.3646 2.8186 2.5455
H -1.7866 1.7712 -0.9013
```

Results
Multiplicity: 5
M in g/mol: 1145.6
Total charge: +2
Orbital gap (alpha / beta) in eV: 6.1 / 3.4
⟨S²⟩: 6.037

Atom charges from the Mulliken analysis, given in e for atoms 1 to 8: atom 1 (Pt): 2.062, atom 2 (Br): -0.024, atom 3 (C): 1.029, atom 4 (C): -0.803, atom 5 (C): -0.757, atom 6 (C): -0.826, atom 7 (C): 0.910, atom 8 (C): -0.713

***

Result of the stability comparison: b) is the most stable of them.